DFT (ωB97M-V/def2-TZVPD) results for C31H43N4O3S5SeTl as an isolated structure.

The calculation puts the LUMO energy at 0.0094 Ha. The HOMO energy is -7.15 eV. For the max |F|, the calculation gives 0.32 eV Å⁻¹. The total energy is -169163.102 eV. As for the charge: 0. For the HOMO-LUMO gap, the calculation gives 7.4 eV. The calculation puts the energy above the lowest of the compared OMol25 structures with the same formula, charge and spin at 12.5 kcal/mol.

```
88
Properties=species:S:1:pos:R:3:lowdin_charge:R:1
Tl -0.0996 -0.5881 -0.4018 0.81
C 0.1785 -5.5225 -3.0524 -0.53
C -1.1432 -4.7618 -3.0024 -0.54
S -1.0312 -2.9745 -2.7706 0.76
C -0.1116 -2.3935 -4.2158 -0.52
C 1.4180 -2.5189 -4.1893 -0.51
S 2.1463 -2.0263 -2.6041 0.77
C 3.2997 -3.3632 -2.2030 -0.53
C 2.8249 -4.8045 -2.3699 -0.52
S 1.2334 -5.2263 -1.6005 0.86
H 0.7353 -5.2536 -3.9472 0.05
H -0.0357 -6.5911 -3.1075 0.07
H -1.7341 -5.0891 -2.1445 0.07
H -1.7204 -4.9656 -3.9073 0.08
H -0.3838 -1.3383 -4.2756 0.07
H -0.5102 -2.8933 -5.1015 0.08
H 1.8246 -1.8729 -4.9682 0.07
H 1.7369 -3.5345 -4.4033 0.05
H 3.5319 -3.1749 -1.1550 0.00
H 4.2148 -3.2275 -2.7828 0.08
H 3.5767 -5.4457 -1.9078 0.07
H 2.7676 -5.0883 -3.4208 0.06
O -1.0113 2.1382 0.4357 -0.62
S -2.4659 2.0658 0.7721 0.95
C -3.3251 3.1844 -0.3842 -0.30
C -3.0349 2.8219 -1.8548 -0.22
C -2.2367 3.8962 -2.6157 -0.23
C -0.8204 4.0903 -2.0695 -0.34
S 0.3184 3.0965 -3.0628 0.96
O -0.2622 1.7237 -3.1599 -0.54
C 1.6892 2.9834 -1.9072 -0.36
C 1.9060 3.8291 -0.8284 -0.08
C 3.0020 3.6163 -0.0058 -0.07
C 3.8734 2.5682 -0.2547 -0.08
C 3.6627 1.7366 -1.3482 -0.07
C 2.5776 1.9504 -2.1800 -0.10
C -2.6673 3.0893 2.2267 -0.39
C -3.9070 3.2004 2.8416 -0.08
C -4.0300 3.9938 3.9714 -0.08
C -2.9173 4.6481 4.4876 -0.08
C -1.6789 4.5067 3.8783 -0.07
C -1.5471 3.7226 2.7389 -0.08
H -2.9979 4.1953 -0.1343 0.10
H -4.3836 3.0914 -0.1354 0.09
H -3.9814 2.6605 -2.3718 0.11
H -2.4678 1.8895 -1.9122 0.09
H -2.7783 4.8438 -2.5657 0.11
H -2.1916 3.6052 -3.6673 0.10
H -0.7364 3.7473 -1.0413 0.05
H -0.4773 5.1241 -2.1495 0.10
H 1.2346 4.6471 -0.6080 0.10
H 3.1683 4.2700 0.8412 0.11
H 4.7130 2.3952 0.4058 0.11
H 4.3399 0.9167 -1.5523 0.11
H 2.4038 1.3010 -3.0303 0.10
H -4.7668 2.6689 2.4496 0.11
H -4.9926 4.0945 4.4553 0.11
H -3.0190 5.2635 5.3719 0.10
H -0.8095 5.0002 4.2934 0.11
H -0.5918 3.5899 2.2449 0.10
Se 3.7101 -3.6727 1.6890 0.49
C 2.1310 -3.0131 1.1462 -0.96
N 1.1189 -2.5648 0.7842 -0.03
C -2.9435 -3.6426 1.7139 -0.15
C -1.6312 -3.4829 2.4805 -0.16
C -1.5367 -1.9738 2.6159 -0.20
O -2.1251 -1.4385 1.4143 -0.29
C -2.8950 -2.4588 0.7568 -0.20
H -3.7946 -3.5499 2.3920 0.11
H -3.0210 -4.5921 1.1855 0.11
H -0.7909 -3.8459 1.8875 0.10
H -1.6299 -3.9854 3.4468 0.12
H -0.5083 -1.6209 2.6880 0.09
H -2.1058 -1.6109 3.4785 0.12
H -2.3974 -2.7257 -0.1809 0.07
H -3.8802 -2.0522 0.5238 0.12
N 4.6001 -0.4656 3.3352 0.12
C 3.3283 0.0204 3.1791 -0.38
C 2.7104 0.0101 1.9124 -0.11
N 1.4733 0.4191 1.7465 0.03
C 0.8224 0.8794 2.8231 -0.15
C 1.4556 0.9558 4.0443 -0.12
N 2.7047 0.5266 4.2349 0.13
H 4.8386 -1.2360 2.7210 0.02
H 4.8650 -0.6029 4.2980 0.09
H 3.2450 -0.3574 1.0459 0.11
H -0.2026 1.1947 2.6867 0.08
H 0.9492 1.3746 4.9071 0.10
```